Formula: C32H34F3NO6PS2Tc
Source: the Open Molecules 2025 dataset
Level of theory: wB97M-V/def2-TZVPD

## Properties
Electronic energy in eV: -88815.936
Molecular weight in g/mol: 778.73
Charge: +1
Frontier orbital gap (alpha / beta) in eV: 7.808 / 6.222
Multiplicity: 4

Each line ends with the Mulliken charge.
CARTESIAN COORDINATES (ANGSTROEM)
1 Tc -0.2448 -0.1719 -0.4966  1.15
2 O -0.5385 -3.6905 4.4970  -0.50
3 C -0.3636 -2.7684 3.7662  0.15
4 C 0.9367 -2.4538 2.9779  0.05
5 O 2.0446 -2.8285 3.2282  -0.56
6 C 0.4662 -1.5644 1.8788  -0.06
7 C -0.8555 -1.2000 2.0590  1.96
8 O -1.3912 -0.4951 1.1070  -1.26
9 C -1.4437 -1.7606 3.2959  -0.05
10 O -2.4720 -1.4919 3.8498  -0.58
11 O 1.0622 -1.1710 0.8038  -0.89
12 F -2.3512 3.3789 -3.7534  -0.22
13 C -1.1871 3.8778 -3.3178  0.59
14 F -0.8081 4.8458 -4.1600  -0.30
15 F -1.4111 4.4431 -2.1105  -0.19
16 C -0.1295 2.8123 -3.2141  -0.54
17 C 1.1035 2.9635 -3.8192  -0.31
18 C 2.0964 2.0078 -3.6205  -1.29
19 C 1.8364 0.9472 -2.7896  -0.67
20 N 0.6317 0.7803 -2.2187  0.89
21 C -0.3511 1.6755 -2.4429  1.21
22 S -1.8074 1.2472 -1.5936  -0.53
23 H 1.2948 3.8356 -4.4322  0.56
24 H 3.0676 2.1020 -4.0892  0.45
25 H 2.5926 0.2074 -2.5667  0.61
26 C 1.3364 3.4288 2.0764  -1.14
27 S 0.4136 1.9152 1.9209  0.29
28 O 0.4600 1.6538 0.3972  -0.71
29 C -1.2054 2.5069 2.3249  0.78
30 C -1.7905 2.0099 3.4785  -0.36
31 C -3.0502 2.4675 3.8374  -0.71
32 C -3.7022 3.3957 3.0362  -0.45
33 C -3.1056 3.8709 1.8701  -0.80
34 C -1.8447 3.4292 1.5055  -0.33
35 H 0.9418 4.1280 1.3387  0.39
36 H 2.3880 3.2111 1.8951  0.44
37 H 1.1865 3.8030 3.0903  0.43
38 H -1.2839 1.2619 4.0837  0.41
39 H -3.5272 2.0842 4.7294  0.43
40 H -4.6851 3.7526 3.3185  0.42
41 H -3.6279 4.5824 1.2401  0.43
42 H -1.3776 3.7799 0.5925  0.31
43 C -1.7467 -4.0097 -3.6428  -1.49
44 C -1.3618 -2.5718 -3.2634  2.13
45 C -0.4623 -1.9320 -4.3341  -1.62
46 C -2.6777 -1.7912 -3.2163  -1.58
47 P -0.5321 -2.4655 -1.5510  1.70
48 C -1.6798 -3.4385 -0.5091  0.85
49 C -1.5000 -4.7981 -0.2358  -0.40
50 C -2.3858 -5.4817 0.5858  -0.81
51 C -3.4722 -4.8229 1.1456  -0.81
52 C -3.6880 -3.4838 0.8503  -0.65
53 C -2.7977 -2.8008 0.0328  -1.02
54 C 1.1700 -3.3294 -1.5980  1.84
55 C 1.2275 -4.5165 -2.5692  -1.85
56 C 1.6501 -3.8205 -0.2094  -1.60
57 C 2.1835 -2.2760 -2.0781  -1.69
58 H -2.4224 -3.9545 -4.5018  0.52
59 H -2.2888 -4.5140 -2.8402  0.27
60 H -0.9035 -4.6241 -3.9367  0.33
61 H -1.0558 -1.7665 -5.2395  0.55
62 H 0.3812 -2.5655 -4.6103  0.26
63 H -0.0815 -0.9579 -4.0152  0.07
64 H -3.1446 -1.8656 -4.2035  0.67
65 H -2.5309 -0.7412 -3.0015  0.15
66 H -3.3803 -2.2113 -2.4928  0.26
67 H -0.6771 -5.3471 -0.6684  0.18
68 H -2.2199 -6.5343 0.7914  0.48
69 H -4.1475 -5.3510 1.8101  0.42
70 H -4.5388 -2.9589 1.2712  0.48
71 H -2.9838 -1.7576 -0.1794  0.44
72 H 0.5101 -5.3031 -2.3429  0.29
73 H 2.2261 -4.9512 -2.4828  0.63
74 H 1.0988 -4.2159 -3.6068  0.40
75 H 0.8608 -4.2155 0.4254  0.26
76 H 2.1645 -3.0379 0.3350  0.31
77 H 2.3691 -4.6292 -0.3648  0.60
78 H 1.9620 -1.9127 -3.0837  0.47
79 H 3.1789 -2.7304 -2.0959  0.57
80 H 2.2266 -1.4325 -1.3829  -0.06

***

Formula: C32H34N12S2Tl
Source: the Open Molecules 2025 dataset
Level of theory: wB97M-V/def2-TZVPD

## Properties
Energy relative to the best compared isomer or geometry (same formula, charge and spin) in kJ/mol: 101.6
Electronic energy in eV: -77971.847
Molecular weight in g/mol: 855.23
Charge: +1
Frontier orbital gap (alpha / beta) in eV: 7.280 / 7.281

Each line ends with the Mulliken charge.
CARTESIAN COORDINATES (ANGSTROEM)
1 Tl 15.4407 12.5097 8.2485  1.84
2 N 13.6543 10.5961 11.9387  -0.40
3 C 13.8806 11.4262 10.9303  0.67
4 S 15.4699 12.1093 10.7800  -0.49
5 N 12.8404 11.6191 10.1453  -1.70
6 N 13.1183 12.0907 8.9806  1.23
7 C 12.2346 12.3034 8.0864  0.64
8 C 10.8018 12.1482 8.2864  -1.40
9 C 10.0663 11.0830 7.7602  0.22
10 C 8.6762 11.0500 7.8512  -0.83
11 C 8.0336 12.0314 8.6723  -0.49
12 C 8.8094 13.0445 9.2730  -0.73
13 C 10.1572 13.1106 9.0633  0.03
14 C 12.7040 12.6895 6.6683  0.93
15 C 11.7266 13.2102 5.8136  -1.18
16 C 12.1711 13.7136 4.6145  -0.62
17 C 13.5155 13.7872 4.3022  -1.16
18 C 14.4281 13.1708 5.2322  -0.16
19 N 14.0254 12.7203 6.3882  0.43
20 H 14.2513 10.7198 12.7823  0.28
21 H 12.6786 10.1962 12.0853  0.28
22 H 10.6127 10.2986 7.2962  0.51
23 H 8.1559 10.2418 7.3697  0.45
24 H 6.9505 12.1284 8.7222  0.38
25 H 8.2885 13.7536 9.8662  0.46
26 H 10.7361 13.9855 9.3930  0.45
27 H 10.7206 13.2587 6.1351  0.57
28 H 11.4439 14.1070 3.8945  0.41
29 H 13.8414 14.2668 3.4065  0.51
30 H 15.5044 13.1323 5.0542  0.47
31 S 17.5050 13.2677 7.2839  -0.41
32 C 17.4876 14.5357 8.5246  0.24
33 N 18.5062 14.9248 9.2034  -0.53
34 N 19.7495 14.4395 9.1919  0.02
35 C 20.1080 13.1191 9.2586  0.07
36 C 19.3971 12.2420 10.0114  0.25
37 C 19.8853 10.8879 10.1277  -0.58
38 C 21.0036 10.5199 9.4754  -0.39
39 C 21.7443 11.4064 8.7135  -0.60
40 C 21.3071 12.7180 8.5611  -0.55
41 N 16.4294 15.4065 8.8519  -0.85
42 N 15.3239 15.0394 8.4414  0.78
43 C 14.2477 15.8940 8.7999  0.43
44 C 13.9977 16.3159 10.0995  -0.60
45 C 12.9236 17.1577 10.2603  -0.37
46 C 12.0440 17.5155 9.2505  -0.69
47 C 12.2956 17.0440 7.9682  -0.52
48 C 13.3952 16.2720 7.7439  -0.10
49 H 20.4119 15.0575 9.6435  0.29
50 H 18.4374 12.5234 10.4583  0.58
51 H 19.3378 10.1524 10.7441  0.29
52 H 21.4366 9.5015 9.6318  0.36
53 H 22.5955 11.0083 8.1896  0.39
54 H 21.8229 13.3777 7.8435  0.39
55 H 14.7420 16.0554 10.8804  0.43
56 H 12.7332 17.6582 11.2343  0.33
57 H 11.2557 18.2386 9.4732  0.44
58 H 11.6242 17.2464 7.1318  0.40
59 H 13.6637 15.9370 6.7075  0.21
60 C 16.2795 9.8418 6.4147  -0.68
61 N 15.8722 10.2070 7.7377  0.15
62 C 14.7034 9.3537 8.1478  -0.62
63 N 14.9570 7.9167 8.0708  0.14
64 C 15.4523 7.6900 6.6946  -0.95
65 N 16.5970 8.4485 6.3268  0.12
66 C 17.6357 8.1605 7.2991  -0.75
67 N 17.2640 8.4314 8.6652  0.16
68 C 16.9859 9.8728 8.6917  -0.51
69 C 16.0379 7.6614 9.0094  -0.60
70 H 17.0905 10.5342 6.1746  0.44
71 H 15.4271 10.0232 5.7254  0.15
72 H 13.8622 9.5607 7.4853  0.03
73 H 14.4591 9.6561 9.1770  0.15
74 H 14.5993 7.8515 6.1150  0.44
75 H 15.6920 6.5853 6.5909  0.35
76 H 18.5485 8.7916 7.1388  0.34
77 H 17.9174 7.0800 7.2710  0.35
78 H 17.8419 10.5400 8.4578  -0.04
79 H 16.5994 10.1443 9.7031  0.32
80 H 15.6937 7.8977 10.0652  0.26
81 H 16.2605 6.6347 8.8609  0.46

***

Formula: C32H34N4OSb2Se2Te2V
Source: the Open Molecules 2025 dataset
Level of theory: wB97M-V/def2-TZVPD

## Properties
Energy relative to the best compared isomer or geometry (same formula, charge and spin) in kJ/mol: 258.7
Electronic energy in eV: -225786.000
Molecular weight in g/mol: 1198.24
Frontier orbital gap (alpha / beta) in eV: 5.661 / 5.152
Multiplicity: 4

Each line ends with the Mulliken charge.
CARTESIAN COORDINATES (ANGSTROEM)
1 V 0.0342 -1.0348 1.2813  -0.30
2 C 2.5330 -0.0818 4.9949  -1.48
3 Sb 1.1818 -1.3340 3.9052  0.72
4 C -0.4010 -1.3213 5.3166  -1.37
5 C 2.0945 -3.2438 4.4014  -1.59
6 C 1.1501 -4.0897 5.1909  0.71
7 C 1.1196 -3.9608 6.5787  -0.54
8 C 0.1936 -4.6397 7.3522  -0.65
9 C -0.7288 -5.4717 6.7356  -0.71
10 C -0.6835 -5.6383 5.3612  -0.79
11 C 0.2535 -4.9728 4.5706  1.08
12 C 0.3026 -5.2656 3.1033  -1.56
13 Sb -0.5725 -3.8798 1.6855  0.93
14 C -2.6051 -4.3318 2.1014  -1.32
15 C -0.2923 -5.2838 0.0846  -1.43
16 H 2.4776 -0.3584 6.0474  0.40
17 H 2.2524 0.9655 4.8917  0.43
18 H 3.5525 -0.2113 4.6357  0.45
19 H -0.0394 -1.4587 6.3328  0.47
20 H -1.1051 -2.1115 5.0588  0.28
21 H -0.9132 -0.3664 5.2032  0.47
22 H 2.9910 -3.0093 4.9764  0.66
23 H 2.4070 -3.7127 3.4698  0.37
24 H 1.8353 -3.3001 7.0569  0.39
25 H 0.1903 -4.5165 8.4274  0.40
26 H -1.4659 -6.0047 7.3216  0.40
27 H -1.3804 -6.3172 4.8826  0.37
28 H -0.2419 -6.1905 2.9045  0.69
29 H 1.3285 -5.4203 2.7621  0.59
30 H -2.7796 -5.4041 2.0153  0.43
31 H -3.2339 -3.7801 1.4052  0.39
32 H -2.8447 -3.9889 3.1069  0.35
33 H -0.6846 -6.2505 0.4022  0.47
34 H 0.7689 -5.3805 -0.1422  0.36
35 H -0.8172 -4.9798 -0.8205  0.45
36 Se 2.5490 -2.0316 0.2137  -0.19
37 Te 1.9285 -2.6377 -2.0110  0.02
38 Te -3.0507 -0.9568 -3.0503  0.07
39 Se -2.0270 -0.5646 2.1711  -0.48
40 C -0.9214 7.7696 -9.1615  -0.84
41 O -0.4928 8.0521 -7.8426  -0.47
42 C -0.4270 7.0186 -6.9674  0.97
43 C -0.7450 5.7034 -7.2805  -0.64
44 C -0.6405 4.7244 -6.2997  -0.76
45 C -0.2269 5.0323 -5.0119  0.32
46 C 0.0907 6.3620 -4.7138  -0.50
47 C -0.0064 7.3408 -5.6751  -0.59
48 C -0.1126 4.0241 -3.9564  0.29
49 N 0.3320 4.2532 -2.7464  -0.85
50 C 0.2515 3.0461 -2.0952  0.92
51 C -0.2441 2.0671 -2.9344  -0.12
52 N -0.4778 2.7095 -4.1261  -0.10
53 C -0.4393 0.7242 -2.5445  0.30
54 C -0.9554 -0.2985 -3.4469  -1.08
55 C -0.9744 -1.6624 -2.9446  -0.89
56 C -0.4219 -1.8926 -1.5913  -0.79
57 N -0.3121 -0.8789 -0.7206  0.80
58 C -0.1405 0.3893 -1.2369  -0.52
59 C 0.3530 1.3956 -0.3363  0.42
60 N 0.6221 0.9990 0.9329  0.57
61 C 1.0892 1.8793 1.7907  0.16
62 C 1.3385 3.2161 1.4587  -1.04
63 C 1.0799 3.6402 0.1819  -0.74
64 C 0.5754 2.7226 -0.7513  -0.07
65 H -0.9079 8.7172 -9.6919  0.24
66 H -1.9365 7.3646 -9.1702  0.34
67 H -0.2452 7.0682 -9.6569  0.34
68 H -1.0707 5.4256 -8.2718  0.39
69 H -0.8892 3.7070 -6.5777  0.23
70 H 0.4133 6.6064 -3.7113  0.48
71 H 0.2359 8.3712 -5.4527  0.42
72 H -0.9005 2.3144 -4.9461  0.24
73 H -0.8394 -0.1522 -4.5122  0.64
74 H -0.8383 -2.4674 -3.6550  0.75
75 H -0.7348 -2.8278 -1.1425  0.21
76 H 1.2704 1.5219 2.7962  0.02
77 H 1.7223 3.8871 2.2137  0.44
78 H 1.2493 4.6631 -0.1276  0.58

***

Formula: C32H35BrN3O4S
Source: the Open Molecules 2025 dataset
Level of theory: wB97M-V/def2-TZVPD

## Properties
Energy relative to the best compared isomer or geometry (same formula, charge and spin) in kJ/mol: 1.6
Electronic energy in eV: -127279.496
Molecular weight in g/mol: 637.62
Charge: +1
Frontier orbital gap in eV: 5.765

Each line ends with the Mulliken charge.
CARTESIAN COORDINATES (ANGSTROEM)
1 C -1.5149 3.2105 3.4408  -1.13
2 S -1.3695 2.4535 1.7761  0.54
3 C -2.0303 3.8128 0.7634  -1.20
4 C 0.3176 2.5819 1.4703  -1.33
5 C 1.1666 1.6651 2.1793  0.63
6 C 2.6469 1.9602 2.2286  0.47
7 C 3.1211 3.2782 2.3266  -0.20
8 C 4.4958 3.5325 2.4198  -0.62
9 C 5.4013 2.4621 2.4078  -0.01
10 Br 7.2623 2.7907 2.4918  -0.15
11 C 4.9293 1.1407 2.3618  -0.50
12 C 3.5569 0.8941 2.2894  -0.55
13 O 0.6889 0.6445 2.7117  -0.75
14 H -2.5769 3.1552 3.7080  0.44
15 H -0.9261 2.6046 4.1370  0.36
16 H -1.1735 4.2530 3.4165  0.36
17 H -3.1193 3.7065 0.8086  0.47
18 H -1.7115 4.7817 1.1626  0.38
19 H -1.6932 3.6656 -0.2669  0.34
20 H 0.6670 3.5309 1.0556  0.84
21 H 2.4052 4.1020 2.3622  0.36
22 H 4.8691 4.5493 2.4889  0.45
23 H 5.6353 0.3181 2.3768  0.45
24 H 3.1810 -0.1279 2.2955  0.46
25 C -2.4731 -4.2572 -3.1098  -0.94
26 N -2.2899 -3.1900 -2.1519  0.29
27 C -3.1846 -2.9538 -1.1479  0.16
28 O -4.2374 -3.5627 -0.9819  -0.69
29 C -2.6382 -1.8000 -0.3097  -0.03
30 C -2.3575 -2.1894 1.1437  -0.45
31 C -3.6277 -2.5662 1.8694  0.46
32 C -3.7539 -3.8278 2.4595  -0.37
33 C -4.9848 -4.2257 2.9849  -0.60
34 C -6.0723 -3.3424 2.9627  -0.45
35 C -5.9215 -2.0529 2.4370  -0.72
36 C -4.6918 -1.6582 1.9043  -0.19
37 N -1.4280 -1.4171 -1.0456  0.63
38 C -0.6648 -0.3954 -0.6190  0.67
39 C 0.5031 0.0113 -1.2562  0.66
40 C 1.2370 1.1560 -0.9902  -0.19
41 C 2.4777 1.4613 -1.6484  0.49
42 C 3.2493 2.6133 -1.2863  -0.14
43 C 4.4441 2.9158 -1.9014  -0.71
44 C 4.9043 2.1121 -2.9689  -0.12
45 N 6.0844 2.4739 -3.6768  0.93
46 O 6.4316 1.7718 -4.6552  -0.57
47 O 6.7315 3.4786 -3.3006  -0.56
48 C 4.1767 0.9732 -3.3632  -0.76
49 C 3.0027 0.6484 -2.7087  -0.37
50 C -1.1343 -2.3077 -2.1873  0.14
51 C 0.1465 -3.1343 -1.9813  -1.55
52 C -1.0929 -1.5856 -3.5440  -1.59
53 H -3.3892 -4.7987 -2.8703  0.38
54 H -2.5438 -3.8528 -4.1263  0.29
55 H -1.6257 -4.9524 -3.0791  0.31
56 H -3.3713 -0.9728 -0.3466  0.36
57 H -1.6472 -3.0321 1.1514  0.37
58 H -1.8690 -1.3391 1.6434  0.35
59 H -2.8910 -4.5005 2.4628  0.34
60 H -5.0974 -5.2336 3.3908  0.38
61 H -7.0386 -3.6624 3.3557  0.37
62 H -6.7642 -1.3595 2.4201  0.38
63 H -4.5585 -0.6565 1.4870  0.29
64 H -1.0220 0.1181 0.2790  -0.17
65 H 0.8616 -0.6465 -2.0430  -0.81
66 H 0.8404 1.8884 -0.2906  0.44
67 H 2.8811 3.2726 -0.4958  0.39
68 H 5.0477 3.7725 -1.6061  0.52
69 H 4.5532 0.3764 -4.1904  0.49
70 H 2.4702 -0.2439 -3.0360  0.30
71 H 0.0178 -3.8088 -1.1243  0.36
72 H 0.3359 -3.7293 -2.8843  0.50
73 H 1.0140 -2.4982 -1.7944  0.38
74 H -2.0960 -1.2143 -3.7904  0.39
75 H -0.3984 -0.7440 -3.5349  0.39
76 H -0.7750 -2.2976 -4.3171  0.45